Density functional theory data (ωB97M-V with the def2-TZVPD basis set) for a molecular structure, C2H7N.

```
10
C2H7N, DFT ωB97M-V with the def2-TZVPD basis set
C -1.960 -0.232 -0.328
N -0.723 -0.031 0.207
C 2.308 0.142 0.153
H -2.822 -0.033 0.381
H -2.006 -0.544 -1.411
H -1.182 0.915 -0.068
H 1.999 1.173 0.024
H 1.358 -0.247 0.620
H 2.424 -0.472 -0.697
H 3.202 -0.033 0.745
```

The calculation puts the relative energy (zero: lowest compared OMol25 entry of this formula, charge and spin) at 103.7 kcal per mole. The total energy comes out at -134.9798 hartree. The spin multiplicity is 1.

=====

Density functional theory data (ωB97M-V with the def2-TZVPD basis set) for 2 unconnected molecules or ions with the total composition C4H4OS.

```
10
C4H4OS, DFT ωB97M-V with the def2-TZVPD basis set
C 1.197 0.517 0.875
C -0.473 0.181 -0.411
C 1.599 1.421 0.105
C -0.963 -1.179 -0.190
O 1.811 2.369 -0.555
S -0.981 1.398 -1.263
H 1.430 -0.315 1.588
H -1.540 -1.475 -1.015
H -1.723 -0.891 0.573
H -0.357 -2.025 0.293
```

The calculation puts the relative energy (zero: lowest compared OMol25 entry of this formula, charge and spin) at 83.4 kcal per mole. The total energy comes out at -628.1022 hartree. The spin multiplicity is 1.

=====

Density functional theory data (ωB97M-V with the def2-TZVPD basis set) for a molecular structure, C48H55AgAsN6OSTe.

```
114
C48H55AgAsN6OSTe, DFT ωB97M-V with the def2-TZVPD basis set
Ag 0.148 -0.426 0.356
N 1.397 -1.545 2.405
C 2.847 -1.462 2.309
C 3.301 -1.609 0.864
N 2.732 -0.577 0.016
C 3.055 -0.714 -1.397
C 2.131 0.134 -2.252
N 0.754 -0.337 -2.117
H 1.057 -1.338 3.335
H 1.050 -2.462 2.145
H 3.375 -2.211 2.913
H 3.155 -0.481 2.685
H 2.966 -2.576 0.475
H 4.401 -1.621 0.838
H 3.016 0.338 0.352
H 2.936 -1.769 -1.666
H 4.100 -0.453 -1.616
H 2.490 0.112 -3.288
H 2.158 1.176 -1.925
H 0.640 -1.243 -2.560
H 0.110 0.287 -2.589
S -1.812 -1.833 1.065
C -3.226 -0.841 0.880
N -4.468 -1.476 0.913
C -5.478 -0.436 1.091
C -4.696 0.811 0.637
N -3.282 0.433 0.700
H -4.506 -2.300 1.492
H -5.801 -0.352 2.134
H -6.357 -0.630 0.475
H -4.883 1.674 1.279
H -4.960 1.103 -0.386
H -1.860 1.628 0.023
C 4.161 7.104 4.230
C 3.355 6.053 3.521
C 2.949 6.220 2.208
C 2.203 5.250 1.533
C 1.816 5.539 0.107
C 1.861 4.085 2.215
Te 0.722 2.509 1.206
N -0.936 2.004 -0.233
C -0.648 2.396 -1.476
O 0.422 2.949 -1.771
C -1.652 2.135 -2.573
C -1.596 2.943 -3.705
C -2.490 2.749 -4.744
C -3.436 1.735 -4.666
C -3.481 0.916 -3.549
C -2.592 1.111 -2.500
C -0.819 2.465 2.651
C -1.172 1.222 3.161
C -2.200 1.106 4.083
C -2.867 2.244 4.505
C -2.520 3.481 3.983
C -1.503 3.620 3.040
C -1.214 4.983 2.476
C 2.265 3.882 3.543
C 1.909 2.645 4.323
C 3.006 4.874 4.172
H 4.276 7.995 3.614
H 5.159 6.734 4.474
H 3.686 7.399 5.167
H 3.214 7.132 1.682
H 1.305 6.503 0.045
H 1.175 4.781 -0.341
H 2.708 5.608 -0.519
H -0.840 3.716 -3.750
H -2.449 3.387 -5.618
H -4.136 1.583 -5.478
H -4.210 0.119 -3.490
H -2.624 0.469 -1.628
H -0.669 0.324 2.821
H -2.477 0.126 4.451
H -3.669 2.172 5.229
H -3.063 4.365 4.296
H -2.085 5.627 2.593
H -0.973 4.934 1.412
H -0.369 5.458 2.978
H 1.969 1.741 3.710
H 0.888 2.696 4.708
H 2.586 2.524 5.168
H 3.320 4.721 5.200
C -1.519 -8.073 0.132
C -0.383 -8.023 -0.661
C 0.205 -6.802 -0.962
C -0.338 -5.624 -0.462
C -1.473 -5.677 0.345
C -2.065 -6.899 0.632
As 0.409 -3.853 -0.807
C -0.641 -3.379 -2.372
C -1.965 -2.965 -2.396
C -2.548 -2.644 -3.614
C -1.810 -2.708 -4.790
C -0.485 -3.112 -4.766
C 0.105 -3.462 -3.554
C 1.493 -3.931 -3.377
C 2.451 -4.043 -4.381
C 3.723 -4.503 -4.072
C 4.052 -4.849 -2.767
C 3.107 -4.723 -1.758
C 1.830 -4.271 -2.061
H -1.979 -9.026 0.362
H 0.046 -8.936 -1.054
H 1.084 -6.770 -1.595
H -1.895 -4.761 0.745
H -2.952 -6.932 1.252
H -2.527 -2.883 -1.473
H -3.585 -2.336 -3.643
H -2.274 -2.439 -5.731
H 0.080 -3.161 -5.689
H 2.211 -3.774 -5.402
H 4.465 -4.591 -4.855
H 5.046 -5.210 -2.538
H 3.370 -4.981 -0.738
```

The expectation value of S² is 0.755. The calculation puts the relative energy (zero: lowest compared OMol25 entry of this formula, charge and spin) at 0.0 kcal per mole. The total energy comes out at -5314.8263 hartree. The spin multiplicity is 2.

=====

Density functional theory data (ωB97M-V with the def2-TZVPD basis set) for 2 unconnected molecules or ions with the total composition C5H13NO.

```
20
C5H13NO, DFT ωB97M-V with the def2-TZVPD basis set
C 2.090 -2.289 0.076
C 2.150 -0.861 0.538
C 1.103 -0.121 0.906
C -0.297 -0.623 1.078
N 1.239 1.311 0.953
C 0.702 1.973 -0.233
H 1.080 -2.641 -0.086
H 2.661 -2.437 -0.838
H 2.446 -2.998 0.833
H 3.091 -0.342 0.389
H -0.820 -0.301 1.965
H -0.217 -1.711 1.059
H -0.862 -0.471 0.162
H 2.224 1.545 1.004
H 1.178 1.733 -1.193
H -0.336 1.648 -0.340
H 0.735 3.047 -0.092
O -5.936 1.432 -2.318
H -6.756 0.936 -2.348
H -5.476 1.172 -1.514
```

As for the structure (SMILES): C/C=C(\C)NC.O. The calculation puts the relative energy (zero: lowest compared OMol25 entry of this formula, charge and spin) at 38.4 kcal per mole. The total energy comes out at -328.2577 hartree. The spin multiplicity is 1.

=====

Density functional theory data (ωB97M-V with the def2-TZVPD basis set) for a molecular structure, CH2Na9O4.

```
16
CH2Na9O4, DFT ωB97M-V with the def2-TZVPD basis set
Na 2.184 -3.050 0.197
Na -1.481 -3.174 0.017
Na -1.973 0.391 -1.963
Na 4.051 0.544 0.615
Na -0.108 -2.641 -3.049
Na 1.537 2.265 1.554
Na -0.333 3.326 -0.789
Na 2.090 0.415 -2.013
Na 1.893 -1.161 2.916
C 0.251 -0.164 0.024
O -0.517 0.845 0.001
O 1.505 -0.019 0.509
O 0.044 -1.262 -0.675
O -3.302 0.948 0.814
H -2.356 0.905 0.677
H -3.486 1.832 1.165
```

As for the charge: +7. The calculation puts the relative energy (zero: lowest compared OMol25 entry of this formula, charge and spin) at 51.7 kcal per mole. The total energy comes out at -1797.4447 hartree. The spin multiplicity is 1.

=====

Density functional theory data (ωB97M-V with the def2-TZVPD basis set) for a single C2H3BrO2 molecule.

```
8
C2H3BrO2, DFT ωB97M-V with the def2-TZVPD basis set
O 0.960 2.674 0.806
C 0.161 2.023 0.157
Br -1.284 2.999 -0.692
C 0.110 0.594 -0.103
O 1.007 -0.278 0.610
H 0.417 0.229 -1.229
H -1.001 0.316 0.010
H 1.880 0.177 0.693
```

As for the structure (SMILES): O=C(Br)CO. The calculation puts the relative energy (zero: lowest compared OMol25 entry of this formula, charge and spin) at 27.1 kcal per mole. The total energy comes out at -2802.4704 hartree. The spin multiplicity is 1.